Record 1
The following is a DFT calculation (the ωB97M-V functional and the def2-TZVPD basis) of C54H44ClCoF3NO4P2 as an isolated structure.

XYZ file:
```
110
Properties=species:S:1:pos:R:3:mulliken_charge:R:1
Co 0.3981 -0.5849 -0.5445 0.645
C -1.9449 2.8273 3.0868 -1.709
C -0.4111 3.0132 3.1021 2.221
C -0.0473 4.0805 4.1305 -2.530
C 0.2063 1.6634 3.4305 0.258
C 0.5687 1.2690 4.7125 -0.186
C 0.9599 -0.0340 4.9893 -1.292
C 0.9547 -0.9806 3.9816 -0.305
C 0.6156 -0.6220 2.6776 -0.545
P 0.4293 -1.8537 1.3590 2.263
C 1.8257 -3.0006 1.5827 0.571
C 3.0741 -2.5216 1.9797 -0.550
C 4.1783 -3.3606 1.9946 -0.772
C 4.0483 -4.6889 1.6134 -0.667
C 2.8076 -5.1763 1.2296 -0.805
C 1.7017 -4.3382 1.2103 -0.656
C -1.0692 -2.7931 1.7555 0.789
C -1.7340 -2.7042 2.9749 -0.798
C -2.8735 -3.4637 3.2004 -0.786
C -3.3537 -4.3138 2.2154 -0.821
C -2.7024 -4.3969 0.9928 -0.908
C -1.5699 -3.6339 0.7601 -0.664
C 0.2999 0.7124 2.4212 -0.734
O 0.0500 1.0607 1.1045 0.153
C 0.1542 2.3932 0.7399 -1.120
C 0.3884 2.6730 -0.6056 -0.538
C 0.5342 4.0077 -0.9865 0.067
C 0.4412 5.0203 -0.0524 -1.426
C 0.1802 4.7083 1.2749 -0.232
C 0.0168 3.3953 1.6954 0.359
P 0.5448 1.3250 -1.8088 1.951
C 2.1429 1.6632 -2.6319 0.753
C 3.1191 2.4527 -2.0230 -0.522
C 4.3777 2.5856 -2.5929 -0.856
C 4.6843 1.9206 -3.7699 -0.691
C 3.7226 1.1275 -4.3799 -0.828
C 2.4623 0.9985 -3.8160 -0.623
C -0.7290 1.5692 -3.0807 1.177
C -0.9323 0.5217 -3.9825 -0.830
C -1.8641 0.6455 -5.0022 -1.006
C -2.6128 1.8079 -5.1232 -0.774
C -2.4333 2.8406 -4.2146 -0.701
C -1.5013 2.7220 -3.1938 -0.858
H -2.2936 2.5109 4.0712 0.394
H -2.2460 2.0738 2.3563 0.382
H -2.4333 3.7678 2.8272 0.392
H -0.4014 3.7938 5.1195 0.557
H -0.5399 5.0230 3.8971 0.534
H 1.0295 4.2495 4.1784 0.439
H 0.5315 1.9853 5.5209 0.385
H 1.2368 -0.3132 5.9966 0.439
H 1.2135 -2.0098 4.1986 0.597
H 3.1862 -1.4912 2.2942 0.420
H 5.1399 -2.9769 2.3115 0.457
H 4.9092 -5.3440 1.6265 0.430
H 2.6958 -6.2147 0.9468 0.484
H 0.7405 -4.7367 0.9140 0.388
H -1.3764 -2.0389 3.7494 0.325
H -3.3872 -3.3889 4.1498 0.458
H -4.2422 -4.9042 2.3967 0.426
H -3.0842 -5.0458 0.2155 0.426
H -1.0734 -3.6873 -0.2026 0.659
H 0.7466 4.2439 -2.0220 0.717
H 0.5608 6.0521 -0.3530 0.445
H 0.0895 5.5124 1.9911 0.376
H 2.9035 2.9743 -1.1000 0.289
H 5.1187 3.2126 -2.1139 0.464
H 5.6658 2.0225 -4.2135 0.436
H 3.9510 0.6094 -5.3020 0.469
H 1.7272 0.3792 -4.3114 0.336
H -0.3865 -0.4067 -3.8691 0.457
H -2.0118 -0.1720 -5.6959 0.467
H -3.3440 1.9028 -5.9149 0.408
H -3.0252 3.7432 -4.2954 0.501
H -1.3962 3.5285 -2.4808 0.441
F 6.7156 -1.5378 -2.7597 -0.252
C 6.3596 -1.9776 -1.5435 0.462
F 6.5461 -3.3028 -1.5203 -0.258
F 7.1929 -1.4278 -0.6517 -0.279
C 4.9219 -1.6223 -1.2525 0.419
C 4.6122 -0.4938 -0.5170 -1.050
C 3.2792 -0.2005 -0.3021 -0.044
N 2.2927 -0.9557 -0.7873 2.700
C 2.5969 -2.0480 -1.4990 -0.959
C 3.9018 -2.4171 -1.7507 -1.284
H 5.3837 0.1437 -0.1101 0.558
H 2.9822 0.6660 0.2768 0.049
H 1.7541 -2.6233 -1.8624 0.465
H 4.1123 -3.3111 -2.3203 0.585
C -5.8718 -1.4777 0.9841 -1.056
C -5.4631 -0.2398 0.2401 0.741
C -5.9972 1.0006 0.5488 -0.914
C -5.5972 2.1338 -0.1428 0.040
Cl -6.2743 3.6805 0.2768 -0.255
C -4.6635 2.0467 -1.1534 -1.052
C -4.1138 0.8113 -1.4742 0.533
C -4.5112 -0.3198 -0.7811 0.521
O -4.0236 -1.5823 -1.0044 -0.356
C -3.0258 -1.7912 -1.9697 -1.704
C -1.6493 -1.3833 -1.4897 1.511
O -0.6183 -1.9147 -1.9730 -0.639
O -1.5461 -0.4976 -0.5869 0.350
H -6.6516 -1.2502 1.7091 0.419
H -5.0190 -1.9106 1.5100 -0.006
H -6.2430 -2.2413 0.2993 0.322
H -6.7350 1.0867 1.3361 0.413
H -4.3575 2.9353 -1.6864 0.502
H -3.3607 0.7636 -2.2475 -0.094
H -3.2350 -1.2738 -2.9121 0.306
H -3.0070 -2.8598 -2.1776 0.435
```

Summary:
- F_max: 0.008 Eh/bohr
- Gap between HOMO and LUMO (spin up / spin down): 7.4 / 7.4 eV
- ΔE to the lowest compared entry with this formula, charge and spin: 0.000 eV
- Total charge: +1
- Multiplicity: 2
- <S²>: 0.760

Record 2
The following is a DFT calculation (the ωB97M-V functional and the def2-TZVPD basis) of a 12-piece molecular cluster, C6H39N2O11 overall at a distorted geometry.

XYZ file:
```
58
Properties=species:S:1:pos:R:3:mulliken_charge:R:1
C -0.4298 -0.7779 -1.2985 -0.800
N -0.0712 -0.2982 0.0641 0.092
C 1.3873 -0.4224 0.5092 -0.851
C 2.4988 -0.1519 -0.4744 1.768
C 3.2398 -1.4204 -0.8272 -1.748
C 3.5192 0.9053 0.1200 -1.165
C -0.7183 0.5204 -2.0756 -0.970
N -2.1763 0.8397 -1.7591 -0.277
H 0.4451 -1.2570 -1.8587 0.209
H -1.1520 -1.5663 -1.1985 0.463
H -0.5965 -0.5709 0.8572 0.243
H 1.5782 -1.4233 1.0691 -0.041
H 1.3487 0.2102 1.4601 0.306
H 1.9839 0.1960 -1.4056 -0.373
H 3.6391 -1.2149 -1.8843 0.395
H 4.2149 -1.6247 -0.2006 0.360
H 2.7003 -2.3260 -1.0139 0.378
H 3.0806 1.2555 1.0586 0.271
H 3.4771 1.8258 -0.4594 0.235
H 4.4231 0.3163 0.2572 0.354
H -0.4530 0.4934 -3.1360 0.098
H -0.1745 1.4843 -1.8030 0.412
H -2.6847 1.6608 -2.2218 0.476
H -2.6672 0.0058 -2.0703 0.518
H -2.2634 0.9981 -0.7681 0.127
H 0.3490 -3.7306 2.3112 0.283
H -0.3875 -4.4445 1.3643 0.276
O 0.2841 -3.7467 1.3611 -0.561
H 2.2157 2.1179 -2.1738 0.142
H 2.5067 2.3692 -3.7410 0.306
O 2.2424 1.7469 -3.0660 -0.654
H -1.5632 -2.1450 2.9617 0.323
H -0.0944 -1.9319 3.2139 0.217
O -0.9750 -1.7355 3.5375 -0.609
H -3.2501 2.4860 0.8417 0.197
H -2.4478 1.3196 1.3336 0.087
O -3.2140 1.5335 0.7525 -0.426
H 0.5931 2.3467 2.4848 0.217
H 0.2179 1.5631 1.0196 0.065
O 0.1097 2.2489 1.6896 -0.347
H -4.1080 -2.2588 0.4674 0.265
H -3.9485 -2.8403 1.9083 0.263
O -3.5022 -2.4295 1.1517 -0.560
H 3.0265 0.1762 4.2720 0.299
H 1.7202 -0.6370 4.5139 0.308
O 2.6012 -0.6424 4.1905 -0.624
H 1.9837 4.6545 -0.8901 0.221
H 1.5174 3.5756 0.0017 0.221
O 1.7889 3.6792 -0.9226 -0.577
H -2.0607 -3.8857 -1.4030 0.297
H -0.9399 -4.6003 -2.2154 0.328
O -1.7848 -4.0941 -2.2799 -0.655
H -5.1105 -0.4872 -0.3157 0.272
H -4.1366 0.5261 -0.1130 0.266
O -4.2694 -0.2676 -0.7527 -0.550
H -0.4255 3.7726 -0.7496 -0.054
H -1.6973 4.5040 -0.7556 0.274
O -1.3906 3.5993 -0.9391 0.008
```

Summary:
- F_max: 0.080 Eh/bohr
- Gap between HOMO and LUMO (spin up / spin down): 2.3 / 8.9 eV
- ΔE to the lowest compared entry with this formula, charge and spin: 2.660 eV
- Total charge: 0
- Multiplicity: 2
- <S²>: 0.751

Record 3
The following is a DFT calculation (the ωB97M-V functional and the def2-TZVPD basis) of C29H52MnP2Si as an isolated structure at a distorted geometry.

XYZ file:
```
85
Properties=species:S:1:pos:R:3:mulliken_charge:R:1
Mn 0.2377 -0.8070 -2.9060 -0.222
C -0.5728 -2.1475 -0.1047 0.489
C 0.7858 -2.1499 -0.6031 0.810
C 0.6836 -0.7341 1.2206 0.998
C -0.6215 -1.2721 0.9999 0.805
C 1.5583 -1.2788 0.2564 -0.419
C -1.6965 -3.0141 -0.5443 -1.549
H -1.4701 -3.4622 -1.5213 0.279
H -2.6118 -2.4109 -0.6549 0.329
H -1.9014 -3.8122 0.1939 0.394
C -1.8207 -0.9075 1.7829 -1.242
H -2.6887 -1.4938 1.4614 0.366
H -2.0735 0.1554 1.6542 -0.085
H -1.6506 -1.0782 2.8556 0.368
C 0.9946 0.2432 2.2880 -1.544
H 0.7448 -0.1862 3.2673 0.452
H 0.4002 1.1659 2.1665 -0.034
H 2.0619 0.4888 2.3141 0.411
C 3.0318 -1.1420 0.2525 -1.661
H 3.4816 -1.7780 1.0383 0.331
H 3.3403 -0.1044 0.4532 0.342
H 3.4427 -1.4618 -0.7159 0.285
C 1.3800 -3.2287 -1.4470 -1.353
H 1.6340 -4.0900 -0.8044 0.432
H 2.3102 -2.8925 -1.9395 0.313
H 0.6662 -3.5697 -2.2205 0.228
C -1.9211 0.6319 -5.6644 0.447
C -2.0068 -0.6965 -5.4866 -0.852
C -1.1391 -1.7329 -6.0955 -0.959
C 0.3835 -1.4608 -5.9647 -1.186
C 0.8230 -0.6118 -4.7826 1.154
C 0.8818 0.7743 -4.8523 -0.165
C 0.4497 1.6040 -6.0150 -1.594
C -0.9559 1.3149 -6.5885 -1.177
H -1.3953 -1.8658 -7.1647 0.375
H 0.7852 -1.0228 -6.8964 0.311
H -1.3547 -2.6927 -5.5909 0.400
H -0.8730 0.7286 -7.5055 0.387
H -2.7075 1.2962 -5.2592 0.541
H -2.8999 -1.1183 -5.0205 0.648
H -1.4089 2.2724 -6.8669 0.465
H 0.4608 2.6585 -5.6890 0.311
H 1.3762 1.3525 -4.0676 -0.359
H 1.1945 1.5394 -6.8290 0.560
H 0.8630 -2.4552 -5.8101 0.415
H 1.5198 -1.2688 -4.1499 0.514
P -1.9830 1.7377 -2.0613 0.892
P 1.4521 1.7888 -1.6192 0.835
C -0.9022 2.9675 -2.9119 -0.615
C 0.6057 3.1964 -2.4642 -1.294
H -1.4405 3.9104 -2.6918 0.718
H -0.9532 2.8332 -4.0121 0.325
H 1.1676 3.4668 -3.3793 0.453
H 0.6472 4.0940 -1.8081 0.471
C 1.8994 2.6061 -0.0447 -0.711
H 2.6042 1.9762 0.5150 0.313
H 0.9697 2.7144 0.5217 -0.420
H 2.3528 3.5992 -0.1968 0.560
C 3.1574 1.6836 -2.3198 -1.182
H 3.6282 2.6648 -2.4660 0.413
H 3.1343 1.1381 -3.2667 0.339
H 3.7948 1.1079 -1.6368 0.427
C -3.7585 1.9829 -2.1163 -1.324
H -4.2431 0.9905 -2.0314 0.483
H -4.0798 2.4750 -3.0501 0.420
H -3.9983 2.6019 -1.2340 0.412
C -1.7589 0.0600 -2.6311 0.338
H -1.4154 -0.5251 -1.7546 -1.195
H -1.0905 0.0763 -3.5491 -0.135
H -2.6360 -0.3993 -3.0796 0.992
C -3.0411 4.6339 1.0654 -1.106
Si -1.7408 3.5920 1.9304 -0.293
C -0.1378 4.5239 2.1858 -0.973
C -2.3628 2.7248 3.4487 -1.077
C -1.3473 2.2466 0.7292 -0.169
C -1.4589 1.7832 -0.4146 0.164
H -3.1958 5.5547 1.6356 0.402
H -3.9901 4.0867 0.9898 0.303
H -2.7169 4.8935 0.0494 0.312
H -0.3319 5.3395 2.8870 0.464
H 0.6480 3.8835 2.6037 0.335
H 0.2273 4.9547 1.2455 0.292
H -3.1773 2.0333 3.2040 0.353
H -1.5673 2.1596 3.9476 0.303
H -2.7415 3.4883 4.1346 0.415
```

Summary:
- F_max: 0.072 Eh/bohr
- Gap between HOMO and LUMO (spin up / spin down): 5.6 / 5.6 eV
- Total charge: +1
- Multiplicity: 5
- <S²>: 6.366

Record 4
The following is a DFT calculation (the ωB97M-V functional and the def2-TZVPD basis) of C36H51F5N2O3PdSSeSi as an isolated structure at a distorted geometry.

XYZ file:
```
101
Properties=species:S:1:pos:R:3:mulliken_charge:R:1
Pd -0.5810 -0.3823 1.2781 0.008
C -1.5227 5.7003 -1.7608 -1.660
C -0.1913 5.0680 -2.1871 1.996
C 0.9547 5.9643 -1.7065 -2.101
C -0.1209 4.9921 -3.7191 -1.719
C -0.1043 3.6621 -1.6187 0.153
C -1.0090 2.6792 -2.0191 -0.711
C -0.8698 1.3906 -1.5354 -0.768
N 0.0913 1.0351 -0.6992 0.064
C 0.9367 1.9661 -0.2513 -0.735
C 0.8629 3.2857 -0.6940 0.492
C 1.9361 1.5232 0.7480 -0.798
C 3.0179 2.3176 1.1109 0.605
C 3.9161 1.9045 2.0901 0.551
C 3.7151 0.6355 2.6247 -0.757
C 2.6298 -0.1114 2.1939 -0.941
N 1.7462 0.3242 1.3136 0.187
C 5.0088 2.8527 2.5469 2.056
C 5.9858 2.1997 3.5277 -2.184
C 4.3223 4.0383 3.2442 -1.597
C 5.8104 3.3581 1.3401 -1.665
H -1.5702 6.7356 -2.0936 0.454
H -1.6248 5.6775 -0.6782 0.358
H -2.3654 5.1656 -2.1894 0.352
H 0.8791 6.9383 -2.1874 0.437
H 1.9195 5.5362 -1.9714 0.426
H 0.9128 6.1169 -0.6299 0.391
H -0.1383 5.9975 -4.1354 0.475
H -0.9586 4.4374 -4.1322 0.351
H 0.7991 4.5032 -4.0323 0.384
H -1.8146 2.9047 -2.6992 0.471
H -1.5422 0.5969 -1.8472 0.377
H 1.5515 4.0152 -0.3041 0.459
H 3.1627 3.2678 0.6248 0.263
H 4.3780 0.2173 3.3625 0.513
H 2.4643 -1.1135 2.5773 0.566
H 5.4793 1.8778 4.4341 0.416
H 6.7473 2.9237 3.8112 0.441
H 6.4852 1.3451 3.0756 0.438
H 3.7178 3.6903 4.0800 0.359
H 3.6734 4.5767 2.5573 0.327
H 5.0721 4.7285 3.6240 0.450
H 6.3011 2.5294 0.8347 0.384
H 6.5718 4.0592 1.6741 0.463
H 5.1795 3.8706 0.6193 0.309
F 1.3930 -6.5094 3.4705 -0.305
C 1.1444 -5.5124 2.6101 0.553
C 2.0661 -5.1914 1.6122 0.196
F 3.2082 -5.8863 1.5290 -0.299
C 1.8083 -4.1611 0.7207 0.314
F 2.7148 -3.8615 -0.2185 -0.335
C 0.6339 -3.4037 0.7952 -0.272
Se 0.2095 -1.9809 -0.3501 -0.338
C -0.2641 -3.7608 1.8047 0.551
F -1.3862 -3.0149 1.8890 -0.197
C -0.0409 -4.7852 2.7016 -0.058
F -0.9487 -5.0768 3.6469 -0.345
C -3.2546 -1.6660 5.4832 -1.888
C -2.5655 -0.9163 4.3401 1.706
C -3.2582 -1.2748 3.0284 -0.785
C -1.0733 -1.2735 4.3117 -0.251
O -2.6762 0.4716 4.6227 -0.143
Si -2.8081 1.7331 3.6028 -0.816
S -1.3766 1.6664 2.0388 0.504
O -4.1753 1.7863 2.7583 -0.063
C -5.5228 2.1669 2.9818 1.864
C -6.3385 0.9151 3.3204 -1.731
C -5.9956 2.7708 1.6555 -1.784
C -5.6027 3.1752 4.1229 -1.635
O -2.6107 3.0746 4.4741 0.352
C -1.6142 3.5325 5.3741 1.857
C -0.2981 2.7772 5.1938 -1.557
C -2.1333 3.3406 6.8008 -1.756
C -1.4123 5.0229 5.0838 -1.766
H -3.1909 -2.7386 5.3129 0.388
H -4.3004 -1.3723 5.5308 0.393
H -2.7778 -1.4274 6.4314 0.402
H -3.3877 -2.3502 2.9542 0.564
H -2.6723 -0.9165 2.1550 -0.167
H -4.2351 -0.8040 2.9852 -0.056
H -0.9366 -2.3491 4.3897 0.278
H -0.5736 -0.7965 5.1510 0.367
H -0.6054 -0.8952 3.3674 -0.642
H -6.2777 0.2002 2.5030 0.362
H -7.3815 1.1747 3.4811 0.505
H -5.9496 0.4495 4.2238 0.257
H -5.8025 2.0584 0.8568 0.348
H -5.4301 3.6740 1.4432 0.375
H -7.0558 3.0059 1.6811 0.415
H -5.2506 2.7098 5.0394 0.305
H -6.6209 3.5287 4.2637 0.535
H -4.9497 4.0139 3.9009 0.274
H -0.4432 1.7232 5.4138 0.143
H 0.4640 3.1735 5.8606 0.575
H 0.0453 2.8680 4.1662 0.290
H -2.2771 2.2810 6.9964 0.265
H -3.0855 3.8519 6.9179 0.341
H -1.4228 3.7473 7.5166 0.469
H -1.0434 5.1544 4.0699 0.322
H -0.6977 5.4472 5.7850 0.426
H -2.3580 5.5505 5.1780 0.352
```

Summary:
- F_max: 0.031 Eh/bohr
- Gap between HOMO and LUMO (spin up / spin down): 6.0 / 6.0 eV
- ΔE to the lowest compared entry with this formula, charge and spin: 0.283 eV
- Total charge: 0